(1)
A molecular structure, C3H10N3 in a non-equilibrium geometry. Source: OMol25; level of theory: ωB97M-V/def2-TZVPD.

The geometry in XYZ format:
```
16
Properties=species:S:1:pos:R:3:mulliken_charge:R:1
C 2.2216 0.0868 -0.2911 -0.41
C 0.8858 -0.0133 0.1237 0.30
H 1.6199 2.1386 0.5244 0.20
H -2.3824 1.1160 -0.9371 0.33
H 2.6418 -0.3485 -1.2283 0.24
H 3.0863 -0.0340 0.3565 0.25
H 0.9977 1.8014 -1.1603 0.28
H 0.4574 -2.6032 0.3864 0.17
C 1.3867 1.2964 -0.2921 -0.56
N -0.2503 -1.9929 0.4584 -0.49
N -2.3463 0.5791 -0.0547 -0.64
H -1.3419 0.1201 0.2926 0.47
H -1.0507 -2.4573 0.8103 0.19
H -2.7806 1.2429 0.6674 0.37
H -2.9397 -0.2850 -0.0082 0.37
N -0.2051 -0.6472 0.3521 -0.04
```

As for the LUMO energy: -3.32 eV. Its total charge is +1. The calculation puts the gap between HOMO and LUMO at 9.7 eV. As for the energy above the lowest of the compared OMol25 structures with the same formula, charge and spin: 4.3682 eV. The highest occupied orbital energy is -12.992 eV.


(2)
A gas-phase ion, C3H10N3 (charge +1) in a non-equilibrium geometry. Source: OMol25; level of theory: ωB97M-V/def2-TZVPD.

The geometry in XYZ format:
```
16
Properties=species:S:1:pos:R:3:mulliken_charge:R:1
C -2.1400 -1.1408 0.0072 -0.86
H -0.4694 1.8521 -0.2421 0.17
H -1.9326 -1.7887 0.8059 0.29
N 0.1524 -0.6590 -0.3421 -0.71
H 2.9966 0.7752 0.4692 0.37
H 0.8945 1.2064 0.1964 0.31
C 2.5453 -0.1879 0.3822 -0.75
N -1.3357 1.2938 -0.1528 -0.41
H 1.4876 0.5870 -1.1704 0.40
H -2.2565 -1.6817 -0.8740 0.28
H 3.0826 -0.8437 -0.3197 0.31
H 2.2652 -0.6665 1.2462 0.31
C -1.0919 -0.0943 -0.1672 0.69
N 1.2020 0.2340 -0.2892 0.01
H -3.1273 -0.5205 0.2503 0.31
H -2.2729 1.6347 0.2000 0.28
```

As for the LUMO energy: -3.72 eV. Its total charge is +1. The calculation puts the gap between HOMO and LUMO at 10.6 eV. As for the energy above the lowest of the compared OMol25 structures with the same formula, charge and spin: 3.3992 eV. The highest occupied orbital energy is -14.290 eV. The structure (SMILES) is C[NH2+]/N=C(/C)N.


(3)
A molecular structure, C3H10N3O in a non-equilibrium geometry. Source: OMol25; level of theory: ωB97M-V/def2-TZVPD.

The geometry in XYZ format:
```
17
Properties=species:S:1:pos:R:3:mulliken_charge:R:1
H 0.6923 1.6270 -0.2321 0.24
N -0.5039 0.0964 0.3579 -0.45
H -1.3391 2.0365 1.6855 0.18
C -0.1351 -2.1210 0.0870 -0.86
N 0.1922 1.3616 0.5479 -0.37
C -0.9388 2.2639 0.7032 -0.70
H 2.2591 -1.3032 -0.8166 0.40
N 0.4584 -0.8570 0.0764 0.29
H 1.1677 -0.5891 -1.9677 0.21
H 0.1600 -2.6071 1.1340 0.21
H 1.8898 0.3990 -0.6247 0.42
H -1.1812 -2.1941 0.0401 0.37
C 1.5294 -0.5692 -0.9495 -1.02
H -0.4216 3.2865 0.7835 0.37
H 0.4839 -2.8071 -0.5430 0.26
H -1.7627 1.8221 -0.0235 0.28
O -1.7071 0.2702 -0.9703 -0.84
```

As for the LUMO energy (spin up / spin down): 4.15 / 4.15 eV. Its total charge is -1. The calculation puts the gap between HOMO and LUMO (spin up / spin down) at 6.7 / 6.7 eV. As for the energy above the lowest of the compared OMol25 structures with the same formula, charge and spin: 6.8923 eV. The highest occupied orbital energy (spin up / spin down) is -2.571 / -2.572 eV.


(4)
A molecular structure, C3H10N3OP3 in a non-equilibrium geometry. Source: OMol25; level of theory: ωB97M-V/def2-TZVPD.

The geometry in XYZ format:
```
20
Properties=species:S:1:pos:R:3:mulliken_charge:R:1
H 0.7671 -3.1261 1.1973 0.01
C 0.0712 -0.7842 0.9829 -0.83
C -2.5006 0.6569 0.0947 -1.40
P 0.6560 -2.2900 -0.0186 0.10
H -0.7705 -1.0377 1.6550 0.41
N 0.4694 2.8678 -0.9604 -0.37
P 0.8998 2.2682 0.3371 0.45
H -3.1823 -0.1370 0.2188 0.42
H 2.6893 -2.8235 -0.6029 0.24
H -1.1597 1.0857 -1.3921 0.43
N 2.8444 0.7968 0.2824 -0.31
P 3.3997 -0.5528 -0.0668 -0.24
N 2.3284 -1.9690 -0.1845 -0.22
C -1.2593 0.2993 -0.6740 -0.30
O -0.0171 0.2989 0.1048 -0.08
H -1.5046 -0.6937 -1.0779 0.24
H 0.7708 3.2297 -1.8947 0.28
H -2.4231 1.3159 0.9346 0.33
H 0.9716 -0.6094 1.6568 0.37
H -3.0504 1.2041 -0.5926 0.49
```

As for the LUMO energy: 0.15 eV. The calculation puts the gap between HOMO and LUMO at 7.6 eV. The highest occupied orbital energy is -7.483 eV.


(5)
A single C3H10N3OPS molecule in a non-equilibrium geometry. Source: OMol25; level of theory: ωB97M-V/def2-TZVPD.

The geometry in XYZ format:
```
19
Properties=species:S:1:pos:R:3:mulliken_charge:R:1
H -1.0408 2.2272 1.3959 0.29
S 1.4779 0.9377 1.4180 -0.23
H -1.0389 2.2342 -0.1814 0.28
N -2.3723 -0.0167 2.0314 -0.53
C 0.8960 -0.6913 -1.5345 0.17
P -1.6719 0.2530 0.5651 0.87
H 1.6807 1.6545 0.3190 0.10
H 0.4753 -2.0988 -0.0684 0.26
C 1.8661 -0.7815 -2.4075 -0.78
C 0.9376 -1.1173 -0.0719 -0.71
N -1.5435 1.9466 0.5840 -0.63
H 0.0113 -0.3068 -2.0491 0.22
N 0.4482 -0.2512 0.9378 -0.19
H -2.1677 -0.9439 2.2642 0.25
O -2.2362 -0.4543 -0.5824 -0.56
H 1.7232 -0.4567 -3.4334 0.26
H 2.7385 -1.3412 -2.1555 0.27
H 2.0453 -1.3910 0.1569 0.37
H -2.2286 0.5974 2.8119 0.27
```

As for the LUMO energy: 0.45 eV. The calculation puts the gap between HOMO and LUMO at 9.2 eV. As for the energy above the lowest of the compared OMol25 structures with the same formula, charge and spin: 0.0000 eV. The highest occupied orbital energy is -8.709 eV. The structure (SMILES) is C=CCN(S)P(N)(N)=O.


(6)
A gas-phase ion, C3H10N3P (charge +2) in a non-equilibrium geometry. Source: OMol25; level of theory: ωB97M-V/def2-TZVPD.

The geometry in XYZ format:
```
17
Properties=species:S:1:pos:R:3:mulliken_charge:R:1
H 2.3047 -0.3102 -0.3886 0.39
C 0.2155 0.3835 -0.2134 0.86
C 0.2247 -1.5657 0.9541 0.23
H -0.0397 1.9763 -1.3268 0.34
N -0.5932 1.2079 -0.8742 -0.28
H 1.9435 1.4184 -0.9956 0.39
C 1.7132 0.6893 -0.1975 -1.37
H 1.8830 0.9463 0.8048 0.43
H 1.3115 -1.6583 0.8012 0.24
P -2.3813 1.3412 -0.8790 -0.10
H -1.2098 -2.6327 1.9984 0.27
N -0.4574 -0.6184 0.3812 -0.09
H -2.4606 0.8614 -2.1869 0.18
H -2.3773 2.7154 -1.4200 0.20
H 0.2538 -3.3372 1.9467 0.26
H -1.4642 -0.4146 0.5827 0.24
N -0.2275 -2.5575 1.6373 -0.19
```

As for the LUMO energy: -9.22 eV. Its total charge is +2. The calculation puts the gap between HOMO and LUMO at 9.6 eV. As for the energy above the lowest of the compared OMol25 structures with the same formula, charge and spin: 0.0000 eV. The highest occupied orbital energy is -18.809 eV. The structure (SMILES) is CC(=[NH+]/P)/[NH+]=C/N.


Calculated total energy? In order: -284.2154, -284.2511, -359.5893, -1383.7433, -1099.3373, -625.2602 Ha.